C4H5CuO2 | wB97M-V/def2-TZVPD

For the LUMO energy (alpha / beta), the calculation gives 0.1332 / 0.1177 Eh. As for the HOMO-LUMO gap (alpha / beta): 6.05 / 5.97 eV. Its HOMO energy (alpha / beta) is -2.43 / -2.77 eV. Its energy above the lowest of the compared OMol25 structures with the same formula, charge and spin is 2.0189 eV. The spin multiplicity is 2. The expectation value of S² is 0.872. The net charge is -1. The value obtained for the total energy is -1946.1761 hartree.

```
12
Properties=species:S:1:pos:R:3:mulliken_charge:R:1
O -0.05234 -2.62962 -0.65576 -0.656
C -0.14132 -1.74205 0.43704 -0.144
H -0.17000 -1.62824 -1.41834 0.413
H 0.80605 -1.69558 1.01615 0.231
H -1.08239 -1.93692 0.98980 0.155
C -0.29622 -0.41997 -0.32579 -0.610
C 0.61761 0.62748 -0.10201 0.053
C 0.29257 2.00318 -0.06643 -0.506
O -0.31377 2.67204 0.75649 -0.343
Cu 0.03728 4.48886 -0.36735 -0.220
H -1.34680 -0.12711 -0.45110 0.314
H 1.64934 0.38793 0.18731 0.313
```